# 1
DFT (ωB97M-V/def2-TZVPD) results for a structure of composition CH4N2OS2 in a non-equilibrium geometry.

Summary:
max |F| = 5.9 eV/Å
DFT total energy = -1021.40057 Ha
HOMO-LUMO gap = 8.39 eV
2S+1 = 1
lowest unoccupied orbital energy = -0.79 eV

Last column: Mulliken charge in e.
Cartesian coordinates (Å):
C -0.249 -0.217 0.322  0.6090
H 3.351 0.119 1.163  0.1294
H 1.231 1.555 -0.580  0.3116
H -1.394 1.606 -0.044  0.2658
H -1.840 -1.553 -1.001  0.2083
N 1.071 0.388 0.130  -0.4063
N -1.355 0.536 0.153  -0.3775
O -0.271 -1.383 0.550  -0.5296
S 2.445 -0.576 -0.407  -0.1035
S -2.988 -0.475 -0.285  -0.1072

=====

# 2
DFT (ωB97M-V/def2-TZVPD) results for the ion CH4N2PS with charge +1 in a non-equilibrium geometry.

Summary:
structure (SMILES) = N/C=[NH+]/P=S
max |F| = 5.6 eV/Å
charge = +1
DFT total energy = -889.29992 Ha
HOMO-LUMO gap = 8.11 eV
2S+1 = 1
lowest unoccupied orbital energy = -6.06 eV

Last column: Mulliken charge in e.
Cartesian coordinates (Å):
N -1.679 0.199 0.213  -0.3035
C -0.575 -0.456 -0.182  0.2899
N 0.592 0.030 -0.181  -0.3170
P 2.177 -0.869 -0.121  0.3666
S 3.384 0.702 0.035  -0.1429
H -2.615 -0.236 0.221  0.2567
H -1.690 1.084 0.520  0.1963
H -0.519 -1.494 -0.401  0.3203
H 0.925 1.039 -0.104  0.3335

=====

# 3
DFT (ωB97M-V/def2-TZVPD) results for the molecule CH4N2S in a non-equilibrium geometry.

Summary:
structure (SMILES) = [H]/N=C\NS
max |F| = 7.2 eV/Å
DFT total energy = -548.10611 Ha
HOMO-LUMO gap = 9.28 eV
2S+1 = 1
lowest unoccupied orbital energy = 0.08 eV

Last column: Mulliken charge in e.
Cartesian coordinates (Å):
H -0.173 1.468 0.516  0.2237
N -0.031 1.542 -0.437  -0.6501
C 0.187 0.342 -0.860  0.1809
N -0.229 -0.726 -0.220  -0.3742
S -1.023 -0.676 1.401  -0.1388
H 0.702 0.311 -1.885  0.2877
H 0.518 -1.667 -0.643  0.3188
H 0.048 -0.596 2.128  0.1520

=====

# 4
DFT (ωB97M-V/def2-TZVPD) results for the molecule CH4N2S in a non-equilibrium geometry.

Summary:
structure (SMILES) = SN1CN1
max |F| = 5.0 eV/Å
DFT total energy = -548.04277 Ha
HOMO-LUMO gap = 9.42 eV
2S+1 = 1
lowest unoccupied orbital energy = 0.76 eV

Last column: Mulliken charge in e.
Cartesian coordinates (Å):
S 0.526 -2.121 0.367  -0.1730
N -0.151 -0.503 -0.172  -0.0804
C 0.242 0.740 0.461  -0.1068
N 0.505 0.179 -1.175  -0.4769
H -0.687 -2.797 0.328  0.1685
H 1.233 0.528 0.980  0.2185
H -0.389 1.610 0.672  0.2521
H -0.020 0.466 -1.990  0.1980